Here is C6H12 in the gas phase from the Open Molecules 2025 dataset. Energies are from ωB97M-V with the def2-TZVPD basis set.

Values from the calculation:
SMILES = CCC1(C)CC1
energy relative to the best compared isomer or geometry (same formula, charge and spin) = 23.6 kcal/mol
lowest unoccupied orbital energy = 1.139 eV
HOMO level = -0.369 hartree
largest force on an atom = 1.77 eV/A

Last column: Mulliken charge in e.
Atoms and positions in Å:
C -1.4974 0.7838 -1.2343  -1.165
C -0.4219 1.1242 -0.1922  -0.575
C 0.3810 -0.1043 0.2356  1.218
C 1.0911 -0.8647 -0.8666  -1.568
C -0.1851 -0.9107 1.3573  -0.810
C 1.0325 -0.0129 1.5303  -0.816
H -2.1649 -0.0533 -0.9180  0.295
H -2.1554 1.6698 -1.4221  0.351
H -1.0644 0.4840 -2.1981  0.308
H -0.8779 1.5093 0.7261  0.351
H 0.2868 1.8645 -0.5835  0.288
H 1.5788 -1.7474 -0.4673  0.429
H 0.3575 -1.2358 -1.5893  0.351
H 1.8461 -0.2294 -1.3614  0.299
H 0.0172 -1.9922 1.3615  0.258
H -1.1173 -0.6646 1.8278  0.271
H 1.9955 -0.5231 1.6742  0.265
H 0.8978 0.9031 2.1201  0.251